{
  "formula": "C2H5N4",
  "method": "wB97M-V/def2-TZVPD",
  "species": ["C", "C", "N", "N", "N", "N", "H", "H", "H", "H", "H"],
  "coordinates": [[-1.480, -0.674, -0.789], [-0.896, -0.894, 0.212], [0.458, 1.636, -0.044], [1.909, -1.489, 0.053], [1.359, 0.721, -0.060], [1.525, -0.400, 0.207], [-2.080, -0.074, -1.508], [0.586, 2.676, 0.036], [-0.376, -1.477, 1.019], [-0.628, 1.334, 0.052], [2.090, -2.234, 0.673]],
  "forces_ev_per_angstrom": [[-2.421, 2.672, -2.863], [1.659, -3.015, 3.673], [-4.840, 0.096, 0.336], [0.215, -0.721, -3.345], [1.326, 2.068, 0.220], [-0.247, 0.796, 1.207], [0.752, -1.343, 0.520], [1.217, -1.789, -0.172], [-1.314, 1.215, -1.118], [3.342, 0.331, -0.364], [0.310, -0.310, 1.907]],
  "total_charge": 1,
  "homo_energy_ha": -0.549,
  "e_above_lowest_ev": 7.311,
  "total_energy_ev": -8100.41616,
  "max_force_ev_per_a": 5.0,
  "gap_ha": 0.3501
}